# 1
Formula: C5H14N2S
Source: the OMol25 dataset
Level of theory: ωB97M-V with the def2-TZVPD basis set

Properties
**Relative energy (zero: lowest compared OMol25 entry of this formula, charge and spin)**: 1.181 eV
**Total energy**: -706.54670 Ha
**Orbital gap**: 7.95 eV
**Highest occupied orbital energy**: -7.21 eV

Last column: Mulliken charge in e.
Element x y z (Å)
C1 -1.852 1.367 0.777  -1.1456
C2 -1.933 0.597 -0.504  0.7140
C3 -2.838 0.811 -1.500  -0.9989
N1 -0.948 -0.441 -0.613  -0.2355
H1 -2.554 2.219 0.792  0.3686
H2 -2.073 0.690 1.621  0.2834
H3 -0.802 1.724 0.929  0.2537
H4 -2.835 0.207 -2.397  0.2694
H5 -3.567 1.595 -1.411  0.2820
H6 -0.572 -0.780 0.475  -0.0169
H7 -0.022 -0.123 -0.964  0.5065
H8 -1.301 -1.283 -1.106  0.3418
C4 2.360 -1.035 -0.085  -0.5545
C5 2.118 -1.001 1.430  -0.6296
S1 0.346 -1.017 1.920  -0.4756
N2 1.772 0.148 -0.781  -0.6246
H9 1.922 -1.953 -0.494  0.2543
H10 3.465 -1.066 -0.253  0.3404
H11 2.624 -0.124 1.835  0.3285
H12 2.596 -1.917 1.891  0.2971
H13 2.410 0.488 -1.499  0.2269
H14 1.685 0.896 -0.063  0.2146

# 2
Formula: C18H23BrI2N2O3
Source: the OMol25 dataset
Level of theory: ωB97M-V with the def2-TZVPD basis set

Properties
**Relative energy (zero: lowest compared OMol25 entry of this formula, charge and spin)**: 7.881 eV
**Total energy**: -4203.79942 Ha
**Orbital gap**: 6.96 eV
**Highest occupied orbital energy**: -8.77 eV

Last column: Mulliken charge in e.
Element x y z (Å)
C1 4.162 0.950 2.059  -0.6572
C2 4.245 1.111 0.429  -0.0912
I1 5.229 2.977 -0.297  0.0582
C3 3.697 0.062 -0.477  -0.2750
I2 3.894 0.358 -2.681  0.0625
N1 2.992 -1.209 -0.060  0.3385
C4 3.753 -2.199 0.796  0.2728
O1 5.018 -2.624 0.619  -0.5518
C5 2.636 -2.555 1.949  0.0222
C6 2.739 -3.353 3.378  -0.4969
C7 1.367 -3.501 4.276  -0.3219
C8 -0.085 -2.829 3.799  -0.5908
C9 -0.168 -1.994 2.366  0.2196
C10 -1.588 -1.277 1.863  -0.2121
C11 -1.353 0.364 2.058  -0.0623
C12 -2.760 1.179 2.365  -1.0409
Br1 -0.151 0.773 3.654  -0.1643
C13 1.192 -1.891 1.450  0.4551
C14 1.478 -1.201 -0.012  0.1042
O2 0.621 -0.771 -0.971  -0.4646
H1 3.092 0.735 2.484  0.1217
H2 4.971 0.141 2.372  0.2126
H3 4.526 1.964 2.562  0.3547
H4 3.779 -3.816 3.704  0.3312
H5 1.434 -4.103 5.287  0.2929
H6 -1.025 -2.979 4.517  0.2587
H7 -1.823 -1.579 0.755  0.1881
H8 -2.487 -1.652 2.537  0.3477
H9 -0.849 0.737 1.043  0.3107
H10 -3.610 0.964 1.589  0.2832
H11 -3.147 0.859 3.433  0.3453
H12 -2.513 2.344 2.406  0.3214
C15 -2.643 3.322 -2.800  -0.7443
O3 -1.990 2.240 -2.153  -0.3366
C16 -2.578 0.960 -2.404  -0.1631
C17 -2.142 0.311 -3.737  0.3060
C18 -2.830 0.911 -4.961  -1.4919
N2 -0.686 0.387 -3.924  -0.7039
H13 -3.725 3.174 -2.863  0.3421
H14 -2.218 3.473 -3.794  0.2318
H15 -2.451 4.228 -2.220  0.2460
H16 -2.233 0.314 -1.587  -0.0684
H17 -3.670 1.010 -2.317  0.4268
H18 -2.428 -0.747 -3.695  0.4061
H19 -2.424 1.889 -5.236  0.2823
H20 -2.698 0.257 -5.832  0.3698
H21 -3.905 1.022 -4.791  0.3439
H22 -0.232 -0.102 -3.150  0.2354
H23 -0.412 1.364 -3.783  0.3459

# 3
Formula: C37H114N6O17
Source: the OMol25 dataset
Level of theory: ωB97M-V with the def2-TZVPD basis set

Properties
**Total energy**: -3085.46284 Ha
**Orbital gap**: 9.44 eV
**Highest occupied orbital energy**: -8.96 eV

Last column: Mulliken charge in e.
Element x y z (Å)
C1 1.804 2.834 2.466  -0.2473
C2 2.762 2.456 1.283  0.0021
O1 3.142 3.535 0.476  -0.5517
H1 1.881 2.059 3.252  0.3241
H2 0.797 3.038 2.121  -0.1531
H3 2.198 3.746 2.924  0.1575
H4 2.281 1.682 0.658  -0.1529
H5 3.650 1.934 1.645  0.4107
H6 3.619 4.179 1.038  0.1748
C3 -0.592 -3.862 -5.173  -0.7884
C4 0.092 -2.864 -6.043  -0.2463
O2 -0.435 -1.509 -5.866  -0.4719
H7 -0.373 -3.712 -4.109  -0.0429
H8 -0.229 -4.852 -5.445  0.4366
H9 -1.670 -3.890 -5.377  0.3419
H10 -0.088 -3.075 -7.118  0.3593
H11 1.166 -2.888 -5.867  0.1806
H12 -0.953 -1.446 -5.063  0.2193
C5 -3.340 -0.011 -5.914  -0.8584
O3 -2.888 -0.521 -4.678  -0.2018
H13 -4.166 -0.572 -6.330  0.3378
H14 -3.750 1.016 -5.814  0.2578
H15 -2.537 0.020 -6.649  0.2699
H16 -3.630 -0.431 -4.062  0.2614
C6 0.446 -0.585 4.627  -0.3251
O4 0.634 0.752 5.030  -0.6793
H17 -0.510 -0.926 5.003  0.2958
H18 0.411 -0.694 3.553  -0.1549
H19 1.315 -1.138 4.933  0.4286
H20 -0.160 1.250 4.736  0.4163
C7 -4.350 -4.779 -0.107  -0.3965
O5 -5.087 -4.124 -1.171  -0.4682
H21 -4.890 -5.684 0.214  0.3999
H22 -3.334 -5.037 -0.427  0.1889
H23 -4.220 -4.157 0.774  0.0415
H24 -5.229 -4.798 -1.827  0.2696
C8 0.493 5.197 -1.401  -0.2483
O6 1.337 4.044 -1.475  -0.2363
H25 0.809 6.032 -2.063  0.2768
H26 -0.484 4.835 -1.698  0.0131
H27 0.537 5.599 -0.393  -0.0349
H28 2.072 4.135 -0.837  0.0050
C9 -2.673 4.500 1.207  -0.8440
O7 -3.550 3.503 0.792  -0.4068
H29 -2.957 5.538 0.979  0.4975
H30 -2.622 4.363 2.297  0.3346
H31 -1.655 4.380 0.802  0.1309
H32 -3.831 3.591 -0.150  0.2983
C10 0.359 1.429 -4.169  -0.2269
O8 0.185 2.758 -3.752  -0.5075
H33 0.025 0.759 -3.379  -0.1428
H34 -0.195 1.204 -5.080  0.2795
H35 1.402 1.211 -4.415  0.4838
H36 0.907 3.052 -3.162  0.2457
C11 -0.350 1.169 -0.274  1.3275
O9 0.015 0.180 0.693  1.1774
H37 -1.187 1.777 0.045  -0.4541
H38 0.448 1.890 -0.416  -0.2625
H39 -0.715 0.639 -1.191  -0.8278
H40 -0.070 -0.720 0.319  -0.6350
C12 -1.512 -2.188 -1.674  0.9397
O10 -0.435 -2.330 -0.728  1.1499
H41 -2.375 -1.862 -1.131  -1.2952
H42 -1.259 -1.487 -2.474  -0.4746
H43 -1.745 -3.130 -2.137  0.4820
H44 0.291 -2.861 -1.147  -0.5440
C13 4.123 2.294 -2.569  0.2407
O11 5.478 2.203 -2.201  -0.5884
H45 4.052 2.661 -3.602  0.3438
H46 3.625 1.317 -2.550  -0.1068
H47 3.506 2.972 -1.955  -0.0424
H48 5.550 2.070 -1.252  0.3284
C14 0.442 -5.984 3.600  -0.8099
C15 0.029 -5.999 2.148  -0.0369
C16 -0.555 -4.674 1.650  1.1005
O12 -1.692 -4.372 2.408  -0.4954
C17 -2.059 -3.012 2.308  -0.3269
N1 1.263 -6.366 1.387  -0.7626
H49 0.639 -6.968 4.020  0.3991
H50 -0.350 -5.541 4.250  0.2958
H51 1.368 -5.426 3.725  -0.1907
H52 -0.730 -6.789 2.044  0.3808
H53 -0.851 -4.847 0.591  -0.1107
H54 0.207 -3.910 1.738  -0.7473
H55 -2.979 -2.824 2.820  0.5192
H56 -2.151 -2.641 1.293  -0.2001
H57 -1.264 -2.379 2.784  0.2413
H58 1.991 -5.663 1.530  0.2274
H59 1.057 -6.366 0.396  0.2990
C18 3.052 7.361 0.541  -1.3145
C19 3.020 7.081 2.048  0.3563
C20 1.683 6.654 2.630  -0.3047
O13 0.781 7.788 2.555  -0.4380
C21 -0.584 7.510 2.427  -0.5480
N2 3.970 5.989 2.277  -0.5518
H60 3.062 6.428 -0.054  0.1552
H61 4.066 7.760 0.336  0.4239
H62 2.262 8.015 0.238  0.3277
H63 3.307 7.949 2.626  0.3966
H64 1.848 6.422 3.669  0.4867
H65 1.216 5.865 2.057  -0.1274
H66 -0.874 6.827 1.615  0.0828
H67 -0.972 8.504 2.257  0.3420
H68 -1.042 7.064 3.308  0.3086
H69 4.865 6.367 2.026  0.2530
H70 4.024 5.715 3.238  0.2170
C22 -3.718 1.332 4.851  -1.7609
C23 -2.896 0.729 3.764  0.8219
C24 -3.633 0.340 2.482  0.1412
O14 -4.620 -0.593 2.907  -0.4489
C25 -5.353 -1.022 1.769  -0.5131
N3 -1.707 1.564 3.490  -0.5448
H71 -3.095 1.672 5.674  0.4595
H72 -4.398 0.525 5.173  0.3500
H73 -4.312 2.148 4.472  0.3488
H74 -2.520 -0.261 4.021  -0.1184
H75 -2.913 -0.119 1.812  -0.2970
H76 -4.091 1.197 1.970  0.5407
H77 -4.800 -1.676 1.068  -0.0485
H78 -5.645 -0.154 1.208  0.3264
H79 -6.256 -1.510 2.178  0.3825
H80 -1.140 1.142 2.756  0.1633
H81 -2.070 2.418 3.051  0.0550
C26 2.075 -1.681 -3.125  -0.6795
C27 2.582 -3.114 -3.147  0.6763
C28 4.102 -3.196 -3.241  -1.3161
O15 4.561 -2.817 -1.890  -0.2154
C29 5.962 -2.609 -1.864  -0.9077
N4 1.901 -3.909 -2.063  -0.4298
H82 2.543 -1.081 -3.907  0.7998
H83 2.273 -1.255 -2.147  0.0823
H84 1.020 -1.617 -3.355  -0.5426
H85 2.237 -3.617 -4.075  0.2256
H86 4.437 -2.445 -3.985  0.4089
H87 4.459 -4.218 -3.477  0.4954
H88 6.226 -1.711 -2.393  0.3120
H89 6.407 -3.535 -2.186  0.3587
H90 6.130 -2.353 -0.811  0.1955
H91 2.479 -3.871 -1.229  -0.1083
H92 1.862 -4.882 -2.327  0.3063
C30 3.133 -1.819 1.720  -0.3237
C31 4.140 -2.938 2.101  0.3175
C32 3.743 -3.507 3.461  -0.4213
O16 4.594 -4.590 3.816  -0.4006
C33 4.462 -5.047 5.130  -0.6734
N5 3.945 -3.925 0.991  -0.1504
H93 3.245 -1.478 0.670  0.2491
H94 3.192 -0.924 2.361  0.3510
H95 2.142 -2.254 1.831  -0.5905
H96 5.208 -2.634 2.119  0.3372
H97 2.671 -3.811 3.417  -0.3085
H98 3.936 -2.738 4.182  0.7690
H99 4.359 -4.190 5.818  0.3287
H100 5.352 -5.644 5.330  0.2492
H101 3.534 -5.640 5.286  0.2023
H102 4.216 -3.476 0.123  -0.1679
H103 4.598 -4.691 1.097  0.2827
C34 -2.927 2.515 -2.892  -0.5909
C35 -4.436 2.533 -2.591  0.5857
C36 -4.827 1.338 -1.768  -0.4625
O17 -4.673 0.199 -2.547  -0.4285
C37 -4.819 -0.980 -1.788  -0.2220
N6 -4.704 3.687 -1.805  -0.6105
H104 -2.361 2.710 -2.018  -0.1207
H105 -2.737 3.254 -3.664  0.5313
H106 -2.547 1.566 -3.247  -0.3782
H107 -5.011 2.531 -3.554  0.3672
H108 -5.878 1.407 -1.421  0.3446
H109 -4.192 1.250 -0.884  -0.1653
H110 -5.827 -1.055 -1.368  0.5574
H111 -4.046 -1.061 -1.053  -0.3180
H112 -4.847 -1.835 -2.475  0.3236
H113 -5.671 3.693 -1.534  0.2007
H114 -4.464 4.530 -2.303  0.2565

# 4
Formula: C6H5BrFPd
Source: the OMol25 dataset
Level of theory: ωB97M-V with the def2-TZVPD basis set

Properties
**Multiplicity**: 3
**Charge**: +1
**Relative energy (zero: lowest compared OMol25 entry of this formula, charge and spin)**: 0.000 eV
**Total energy**: -3032.99964 Ha
**Orbital gap (spin up / spin down)**: 7.71 / 3.56 eV
**⟨S²⟩**: 2.020
**Highest occupied orbital energy (spin up / spin down)**: -12.10 / -12.01 eV

Last column: Mulliken charge in e.
Element x y z (Å)
Pd1 -5.695 -0.924 0.105  0.5371
Br1 -4.119 1.288 0.747  -0.4901
F1 2.232 -2.106 -1.086  -0.1862
C1 1.535 -1.081 -0.626  0.3461
C2 2.177 0.083 -0.109  -0.1532
C3 1.446 1.173 0.338  -0.4234
C4 0.071 1.092 0.323  -0.1001
C5 -0.594 -0.127 -0.035  0.0385
C6 0.172 -1.217 -0.477  -0.3448
H1 3.250 0.180 -0.046  0.4127
H2 1.887 2.111 0.644  0.4066
H3 -0.486 1.906 0.763  0.3907
H4 -1.651 -0.189 0.181  0.1494
H5 -0.226 -2.190 -0.722  0.4168